Record 1
Molecular formula: C31H33F12N2O2S3Tc
Method: DFT, wB97M-V/def2-TZVPD

Element x y z (Å)
Tc1 0.49926 0.99546 0.65764
C1 -1.51562 3.79794 -0.00361
C2 -1.94960 3.19715 1.32784
S1 -0.57059 2.44401 2.22845
C3 0.58111 3.84732 2.43833
C4 2.01938 3.36694 2.39994
S2 2.42255 2.26632 1.01340
C5 2.50073 3.33331 -0.45863
C6 1.18567 3.90069 -0.97071
S3 -0.26484 2.76667 -0.85099
H1 -1.11203 4.80209 0.10759
H2 -2.37086 3.87745 -0.67397
H3 -2.66736 2.38549 1.20238
H4 -2.41903 3.94399 1.97062
H5 0.35698 4.30320 3.40302
H6 0.37567 4.57937 1.66175
H7 2.26852 2.78892 3.29079
H8 2.70981 4.21151 2.36683
H9 2.97981 2.69910 -1.19833
H10 3.19171 4.14400 -0.21967
H11 1.28766 4.14540 -2.02709
H12 0.90559 4.81111 -0.44617
C7 0.45638 -0.12747 6.54216
C8 0.63803 -0.26959 5.06986
C9 1.85507 -0.01351 4.44585
C10 1.96988 -0.20639 3.08778
C11 0.88642 -0.64294 2.29598
N1 1.22376 -0.76742 0.90452
C12 1.95903 -1.65570 0.31254
C13 2.48247 -2.78587 1.05875
C14 3.31988 -3.65849 0.46941
C15 3.66436 -3.49758 -0.91232
C16 4.54944 -4.46867 -1.55938
C17 3.11147 -2.41452 -1.66548
C18 2.28337 -1.49711 -1.10966
C19 1.69124 -0.31837 -1.89025
O1 1.48455 0.78197 -1.09125
C20 2.69514 0.19563 -2.98041
F1 2.79062 -0.65432 -3.99941
F2 3.89925 0.34765 -2.42140
F3 2.30150 1.37335 -3.44103
C21 0.37967 -0.77747 -2.57577
F4 0.50949 -1.91996 -3.23129
F5 -0.12416 0.14526 -3.36989
F6 -0.53199 -0.99296 -1.57879
C22 -0.38281 -0.91796 2.91954
C23 -0.45019 -0.70172 4.27814
C24 -1.63002 -1.43671 2.19620
O2 -1.63253 -0.71631 0.88857
C25 -2.98250 -1.05487 2.90399
F7 -3.15816 -1.73611 4.01824
F8 -4.00954 -1.30550 2.10066
F9 -2.96082 0.25557 3.15592
C26 -1.51792 -2.96980 1.93811
F10 -1.30575 -3.58056 3.08446
F11 -2.60121 -3.45617 1.35503
F12 -0.47457 -3.18513 1.11801
H13 1.28401 0.40018 7.00922
H14 0.39119 -1.12430 6.99086
H15 -0.47840 0.38452 6.77549
H16 2.71123 0.31160 5.02497
H17 2.92310 -0.05224 2.59306
H18 2.20335 -2.89818 2.09921
H19 3.73700 -4.48994 1.02423
H20 5.33546 -4.81103 -0.88185
H21 4.96086 -4.11804 -2.50272
H22 3.94151 -5.36756 -1.77105
H23 3.38034 -2.35237 -2.71112
H24 -1.36763 -0.87670 4.81415
C27 -5.66278 -1.05746 -1.40916
C28 -4.36806 -1.83972 -1.69937
C29 -4.56491 -3.35851 -1.50212
C30 -3.79972 -1.51922 -3.09654
C31 -3.35487 -1.41395 -0.71762
N2 -2.56528 -1.09452 0.04211
H25 -6.40189 -1.37750 -2.14374
H26 -5.52060 0.01743 -1.52030
H27 -6.05513 -1.27726 -0.41649
H28 -5.31484 -3.67383 -2.22764
H29 -4.94115 -3.59220 -0.50636
H30 -3.64779 -3.91562 -1.69464
H31 -4.54258 -1.85041 -3.82256
H32 -2.87307 -2.05877 -3.29178
H33 -3.64517 -0.44939 -3.23776

Values from the calculation:
LUMO (spin up / spin down)   -14.16 / -14.16 eV
Frontier orbital gap (spin up / spin down)   5.77 / 5.76 eV
Net charge   +4
Highest occupied orbital energy (spin up / spin down)   -19.9 / -19.9 eV

***

Record 2
Molecular formula: C31H33F25O7
Method: DFT, wB97M-V/def2-TZVPD

Element x y z (Å)
C1 -2.53437 3.03244 4.13395
C2 -2.11663 2.17375 2.91823
C3 -2.99910 2.18982 1.76984
C4 -2.77185 1.46579 0.55812
C5 -1.55919 0.68941 0.45451
C6 -0.68238 0.66485 1.58266
C7 -0.91968 1.36455 2.82856
C8 0.06722 1.30821 4.01914
C9 -0.12146 0.03530 4.97006
O1 -1.42882 -0.55925 4.87456
C10 -1.49455 -1.82478 4.30709
O2 -1.68373 -1.92080 3.12982
C11 -1.41376 -3.16406 5.10829
C12 -0.33575 -4.14627 4.52220
C13 -0.77496 -4.85972 3.17191
C14 0.10180 -4.27490 2.00944
O3 1.29394 -4.42612 1.96690
O4 -0.48376 -3.56302 0.97842
C15 1.10289 -0.93839 4.87068
C16 1.64251 -1.20696 3.42992
F1 2.17202 -0.25295 5.53319
H1 -3.03093 3.95682 3.73604
H2 -1.67005 3.41111 4.73584
H3 -3.25507 2.52003 4.81010
H4 -3.92925 2.79141 1.83615
H5 -3.45981 1.45353 -0.30925
H6 -1.30240 0.09418 -0.44213
H7 0.24179 0.05513 1.51766
H8 1.13285 1.42789 3.70066
H9 -0.14253 2.21567 4.64049
H10 -0.06160 0.47063 6.00409
H11 -1.08499 -2.89152 6.14685
H12 -2.38207 -3.72104 5.12611
H13 -0.13976 -4.95065 5.26645
H14 0.64783 -3.66112 4.31351
H15 -1.82050 -4.57349 2.91466
H16 -0.62566 -5.96219 3.18304
H17 0.00282 -2.73306 0.83138
H18 0.98036 -1.87893 5.46495
H19 2.10325 -0.31591 2.95526
H20 0.87999 -1.62519 2.73834
H21 2.43161 -1.99934 3.53420
C17 2.72474 3.12827 -3.48860
C18 2.84718 2.55629 -2.06191
C19 2.39295 1.10824 -1.87726
F2 1.08283 0.94788 -2.15037
F3 2.56889 0.72733 -0.58585
F4 2.20391 3.37503 -1.20093
F5 4.16841 2.61536 -1.72636
O5 1.58432 3.94053 -3.75491
C20 0.41049 3.30384 -4.15277
C21 -0.73009 3.54200 -3.16565
F6 -0.42936 3.05725 -1.94709
F7 -1.86218 2.90819 -3.57119
F8 0.64092 1.99620 -4.37315
F9 0.07692 3.83745 -5.35246
H22 3.56778 3.81018 -3.60988
H23 2.87089 2.36630 -4.25579
H24 2.97119 0.42850 -2.50927
H25 -0.94540 4.60583 -3.06446
C22 -3.07994 7.27037 -5.38610
C23 -3.02001 6.65307 -3.97562
C24 -3.56860 5.23231 -3.84175
F10 -4.88037 5.16512 -4.14222
F11 -3.44719 4.79836 -2.56134
F12 -3.62667 7.48770 -3.10339
F13 -1.70075 6.62034 -3.61488
O6 -4.16082 8.15988 -5.64885
C25 -5.36778 7.61239 -6.08665
C26 -6.51348 7.89810 -5.11470
F14 -6.26997 7.35853 -3.90228
F15 -7.66531 7.35174 -5.57013
F16 -5.21974 6.29955 -6.34116
F17 -5.63906 8.19949 -7.27340
H26 -2.19345 7.90077 -5.47334
H27 -2.96739 6.52195 -6.17216
H28 -3.02615 4.53370 -4.48166
H29 -6.65947 8.97307 -4.98894
C27 3.85706 -6.45999 -0.33555
C28 3.23871 -7.73698 -0.93582
C29 2.77228 -8.79166 0.06622
F18 3.78967 -9.27368 0.80712
F19 2.23591 -9.85122 -0.59141
F20 4.10431 -8.27116 -1.82820
F21 2.14759 -7.34543 -1.65527
O7 5.28199 -6.39456 -0.30828
C30 5.94289 -6.95608 0.78372
C31 6.87331 -8.09608 0.36700
F22 6.18509 -9.09946 -0.21584
F23 7.49602 -8.61741 1.45098
F24 5.05720 -7.32900 1.72506
F25 6.68026 -5.96268 1.33000
H30 3.56898 -5.64538 -1.00146
H31 3.41739 -6.19733 0.62830
H32 2.00710 -8.38952 0.73582
H33 7.62972 -7.74434 -0.33780

Values from the calculation:
SMILES   Cc1ccccc1C[C@@H](OC(=O)CCCC(=O)O)[C@@H](C)F.FC(F)C(F)(F)COC(F)(F)C(F)F.FC(F)C(F)(F)COC(F)(F)C(F)F.FC(F)C(F)(F)COC(F)(F)C(F)F
LUMO   0.35 eV
Frontier orbital gap   9.02 eV
Highest occupied orbital energy   -8.7 eV